Computed, not measured: C10H6Cl8CuF18MgNaO18S6 as an isolated structure, with the ωB97M-V functional and the def2-TZVPD basis.

Summary:
⟨S²⟩: 0.77
orbital gap: 2.215 eV
electronic energy: -315917.40000 eV

```
! wB97M-V def2-TZVPD RIJCOSX def2/J DEFGRID3
* xyz -1 2
Na 3.32 -13.47 -1.44
Cu -3.86 -14.39 -4.73
Mg 1.63 -10.15 -7.61
C -1.92 -8.26 -2.57
F -2.77 -7.66 -3.45
F -0.92 -7.43 -2.03
F -2.66 -8.72 -1.54
S -1.20 -9.85 -3.38
O -0.53 -9.32 -4.59
O -0.14 -10.47 -2.55
O -2.34 -10.63 -3.80
C 2.12 -16.48 -7.80
F 3.48 -16.40 -8.06
F 1.49 -16.05 -8.91
F 1.90 -17.70 -7.47
S 1.57 -15.30 -6.33
O 1.99 -13.94 -6.78
O 0.10 -15.48 -6.19
O 2.35 -15.68 -5.22
C -3.60 -21.36 -5.23
F -2.38 -20.86 -5.34
F -4.14 -21.62 -6.50
F -3.68 -22.39 -4.43
S -4.58 -19.91 -4.37
O -4.26 -19.86 -2.93
O -4.18 -18.68 -5.03
O -5.94 -20.27 -4.60
C -2.09 -13.75 1.82
F -1.30 -12.74 1.82
F -1.92 -14.39 2.97
F -3.35 -13.41 1.60
S -1.66 -15.07 0.44
O -2.47 -16.23 0.89
O -2.24 -14.60 -0.84
O -0.17 -15.23 0.42
C -4.11 -9.62 -9.93
F -3.46 -9.11 -10.98
F -4.14 -8.76 -8.88
F -5.34 -9.95 -10.32
S -3.09 -11.27 -9.50
O -3.08 -12.12 -10.66
O -1.73 -10.82 -9.13
O -3.72 -11.99 -8.37
C 5.04 -7.03 -3.92
F 5.69 -6.07 -4.68
F 5.34 -6.95 -2.62
F 3.74 -6.88 -4.04
S 5.33 -8.84 -4.71
O 6.78 -8.94 -5.06
O 4.78 -9.86 -3.78
O 4.51 -8.83 -5.96
Cl 3.75 -11.77 -11.57
C 3.64 -11.95 -13.35
C 3.95 -13.41 -13.69
Cl 4.41 -13.60 -15.39
H 4.38 -11.24 -13.72
H 2.68 -11.69 -13.81
H 3.04 -13.96 -13.43
H 4.76 -13.81 -13.07
C -1.76 -20.22 -11.97
Cl -2.11 -21.86 -12.35
Cl -3.21 -19.58 -11.13
Cl -1.33 -19.34 -13.44
H -0.84 -20.19 -11.38
C 2.51 -20.71 -2.24
Cl 2.56 -22.52 -2.32
Cl 3.81 -20.11 -1.20
Cl 0.94 -20.31 -1.57
H 2.52 -20.33 -3.26
*
```

Need the natural (NBO) charges? In units of e they are: atom 1 (Na): 0.99, atom 2 (Cu): 1.00, atom 3 (Mg): 1.65, atom 4 (C): 0.74, atom 5 (F): -0.31, atom 6 (F): -0.33, atom 7 (F): -0.32, atom 8 (S): 2.27, atom 9 (O): -1.02, atom 10 (O): -0.94, atom 11 (O): -0.95, atom 12 (C): 0.74, atom 13 (F): -0.35, atom 14 (F): -0.33, atom 15 (F): -0.30, atom 16 (S): 2.29, atom 17 (O): -1.04, atom 18 (O): -0.98, atom 19 (O): -0.99, atom 20 (C): 0.78, atom 21 (F): -0.29, atom 22 (F): -0.31, atom 23 (F): -0.28, atom 24 (S): 2.20, atom 25 (O): -0.61, atom 26 (O): -0.73, atom 27 (O): -0.76, atom 28 (C): 0.75, atom 29 (F): -0.31, atom 30 (F): -0.32, atom 31 (F): -0.32, atom 32 (S): 2.23, atom 33 (O): -0.99, atom 34 (O): -1.02, atom 35 (O): -1.01, atom 36 (C): 0.76, atom 37 (F): -0.32, atom 38 (F): -0.32, atom 39 (F): -0.32, atom 40 (S): 2.26, atom 41 (O): -0.96, atom 42 (O): -1.05, atom 43 (O): -1.00, atom 44 (C): 0.77, atom 45 (F): -0.33, atom 46 (F): -0.31, atom 47 (F): -0.32, atom 48 (S): 2.22, atom 49 (O): -0.93, atom 50 (O): -0.97, atom 51 (O): -1.03, atom 52 (Cl): -0.08, atom 53 (C): -0.37, atom 54 (C): -0.39, atom 55 (Cl): -0.05, atom 56 (H): 0.22, atom 57 (H): 0.23, atom 58 (H): 0.23, atom 59 (H): 0.23, atom 60 (C): -0.29, atom 61 (Cl): 0.03, atom 62 (Cl): 0.01, atom 63 (Cl): 0.02, atom 64 (H): 0.24, atom 65 (C): -0.27, atom 66 (Cl): -0.02, atom 67 (Cl): 0.02, atom 68 (Cl): 0.04, atom 69 (H): 0.24


Computed, not measured: one molecule with the formula C10H6ClF3, with the ωB97M-V functional and the def2-TZVPD basis.

Summary:
⟨S²⟩: 2.03
orbital gap (alpha / beta): 6.695 / 6.748 eV
electronic energy: -31136.96891 eV

```
! wB97M-V def2-TZVPD RIJCOSX def2/J DEFGRID3
* xyz 0 3
C -1.90 -0.30 -2.50
C -1.77 0.99 -2.03
C -1.23 -1.43 -1.89
C -0.85 1.16 -1.00
C -0.34 -1.23 -0.88
C -0.23 0.08 -0.37
C 1.04 1.31 1.50
C 0.60 0.27 0.76
C 1.89 0.48 2.44
C 1.35 -0.77 1.69
F 1.40 0.58 3.75
F 3.23 0.64 2.47
F 2.31 -1.54 1.06
Cl 0.27 -1.84 2.61
H -2.64 -0.30 -3.31
H -2.26 1.87 -2.61
H -1.25 -2.50 -2.22
H -0.74 2.14 -0.69
H 0.17 -1.98 -0.47
H 0.96 2.37 1.71
*
```

Need the Löwdin charges? In units of e they are: atom 1 (C): -0.07, atom 2 (C): -0.08, atom 3 (C): -0.04, atom 4 (C): -0.02, atom 5 (C): -0.03, atom 6 (C): -0.16, atom 7 (C): 0.10, atom 8 (C): -0.13, atom 9 (C): -0.46, atom 10 (C): -0.66, atom 11 (F): 0.03, atom 12 (F): 0.12, atom 13 (F): 0.01, atom 14 (Cl): 0.74, atom 15 (H): 0.10, atom 16 (H): 0.14, atom 17 (H): 0.13, atom 18 (H): 0.09, atom 19 (H): 0.07, atom 20 (H): 0.12


Computed, not measured: C10H6IrNS4 as an isolated structure, with the ωB97M-V functional and the def2-TZVPD basis.

Summary:
ΔE to the lowest compared entry with this formula, charge and spin: 8.0 kcal/mol
orbital gap: 6.299 eV
electronic energy: -58136.86467 eV

```
! wB97M-V def2-TZVPD RIJCOSX def2/J DEFGRID3
* xyz 0 1
Ir -1.24 -1.02 -0.19
S 3.18 -0.68 -0.12
C 2.81 -2.33 -0.42
C 1.47 -2.56 -0.47
C 0.70 -1.38 -0.25
C 1.52 -0.30 -0.05
C 0.90 1.00 0.19
C 1.52 2.21 0.41
C 0.72 3.33 0.62
C -0.66 3.21 0.59
C -1.21 1.97 0.36
N -0.45 0.89 0.16
H 3.61 -3.04 -0.55
H 1.04 -3.54 -0.65
H 2.60 2.28 0.43
H 1.18 4.30 0.80
H -1.30 4.07 0.75
H -2.28 1.80 0.33
S -4.93 -3.59 -0.68
C -3.65 -2.66 -0.50
S -2.77 -2.22 0.95
S -2.77 -1.73 -1.69
*
```

Need the natural (NBO) charges? In units of e they are: atom 1 (Ir): 0.46, atom 2 (S): 0.46, atom 3 (C): -0.39, atom 4 (C): -0.26, atom 5 (C): -0.18, atom 6 (C): -0.33, atom 7 (C): 0.23, atom 8 (C): -0.24, atom 9 (C): -0.12, atom 10 (C): -0.27, atom 11 (C): 0.10, atom 12 (N): -0.48, atom 13 (H): 0.24, atom 14 (H): 0.24, atom 15 (H): 0.23, atom 16 (H): 0.23, atom 17 (H): 0.24, atom 18 (H): 0.23, atom 19 (S): 0.07, atom 20 (C): -0.54, atom 21 (S): 0.04, atom 22 (S): 0.04


Computed, not measured: one molecule with the formula C10H6N2O, with the ωB97M-V functional and the def2-TZVPD basis.

Summary:
⟨S²⟩: 2.05
orbital gap (alpha / beta): 7.253 / 6.420 eV
electronic energy: -15488.41662 eV

```
! wB97M-V def2-TZVPD RIJCOSX def2/J DEFGRID3
* xyz 0 3
C 1.16 -3.40 1.48
C -0.76 2.56 -0.99
C -1.73 2.28 0.05
C 0.04 1.58 -1.43
C -1.64 1.14 0.79
C 0.26 0.37 -0.64
C -0.70 0.06 0.39
C 1.41 -0.38 -0.69
C 1.64 -1.60 0.05
C 0.67 -2.40 0.58
N 1.49 -4.21 2.21
N -1.03 -1.03 1.04
O -0.66 -2.29 0.44
H -0.88 3.46 -1.48
H -2.40 3.13 0.15
H 0.76 1.58 -2.25
H -2.36 0.94 1.44
H 2.12 0.07 -1.33
H 2.62 -1.88 0.19
*
```

Need the natural (NBO) charges? In units of e they are: atom 1 (C): 0.21, atom 2 (C): -0.17, atom 3 (C): -0.21, atom 4 (C): -0.17, atom 5 (C): -0.12, atom 6 (C): -0.07, atom 7 (C): 0.07, atom 8 (C): -0.16, atom 9 (C): -0.23, atom 10 (C): 0.20, atom 11 (N): -0.28, atom 12 (N): -0.05, atom 13 (O): -0.33, atom 14 (H): 0.21, atom 15 (H): 0.22, atom 16 (H): 0.22, atom 17 (H): 0.21, atom 18 (H): 0.21, atom 19 (H): 0.23


Calculated max |F|, 4.2, 5.3, 1.2, 5.2 eV/Å (same order as the records).